Entry 1:
Molecular formula: C5H8O
Method: DFT, ωB97M-V/def2-TZVPD

Output
SMILES string: CC1(C=O)CC1
Gap between HOMO and LUMO, eV: 10.81
HOMO energy, hartree: -0.360
Largest force on an atom, eV Å⁻¹: 0.461
Energy relative to the best compared isomer or geometry (same formula, charge and spin), kcal per mole: 26.7

Positions of all 14 atoms, in Å:
1 C 1.3494 0.3186 0.6062
2 C -0.0133 0.1496 -0.0283
3 C -0.3376 -1.1234 -0.7569
4 C -0.9861 -0.8536 0.5638
5 C -0.5365 1.4333 -0.5900
6 O -0.2803 2.5038 -0.0900
7 H 1.7618 -0.6547 0.8857
8 H 2.0294 0.7885 -0.1121
9 H 1.3174 0.9571 1.4936
10 H -0.9572 -1.0406 -1.6469
11 H 0.4613 -1.8572 -0.8189
12 H -0.6375 -1.4019 1.4379
13 H -2.0454 -0.6095 0.5920
14 H -1.1255 1.3900 -1.5361

Atomic partial charges in e from the Mulliken method, atoms 1 to 4: C -1.4793; C 1.2192; C -0.7608; C -0.6644

***

Entry 2:
Molecular formula: C5H8O
Method: DFT, ωB97M-V/def2-TZVPD

Output
SMILES string: CCC=C=CO
Gap between HOMO and LUMO, eV: 9.50
HOMO energy, hartree: -0.320
Largest force on an atom, eV Å⁻¹: 0.627
Energy relative to the best compared isomer or geometry (same formula, charge and spin), kcal per mole: 60.3

Positions of all 14 atoms, in Å:
1 C 0.7059 -1.4207 1.5170
2 C 0.6174 0.0813 1.3214
3 C 0.4238 0.6428 -0.0462
4 C 0.1825 0.1642 -1.2492
5 C -0.2110 0.6789 -2.4030
6 O -1.5111 0.9209 -2.6902
7 H 1.6014 -1.8378 1.0474
8 H 0.7523 -1.6360 2.5902
9 H -0.1676 -1.9342 1.1030
10 H -0.2318 0.4799 1.8950
11 H 1.5030 0.5772 1.7377
12 H 0.4625 1.0090 -3.1853
13 H 0.4330 1.7341 -0.0276
14 H -2.0156 0.6423 -1.9098

Atomic partial charges in e from the Mulliken method, atoms 1 to 4: C -1.1790; C -0.1795; C -0.0530; C -0.6992

***

Entry 3:
Molecular formula: C5H8O
Method: DFT, ωB97M-V/def2-TZVPD

Output
SMILES string: C[C@]12CC[C@H]1O2
Gap between HOMO and LUMO, eV: 10.71
HOMO energy, hartree: -0.354
Largest force on an atom, eV Å⁻¹: 0.705
Energy relative to the best compared isomer or geometry (same formula, charge and spin), kcal per mole: 49.6

Positions of all 14 atoms, in Å:
1 C -1.7942 0.5247 0.3224
2 C -0.4943 -0.0858 -0.1076
3 C 0.6048 -0.7922 0.7247
4 C 1.6526 -0.1114 -0.1745
5 C 0.5056 0.3436 -1.0974
6 O -0.3990 -0.7194 -1.3825
7 H -1.6133 1.2547 1.1180
8 H -2.4926 -0.2265 0.7087
9 H -2.2832 1.0384 -0.5130
10 H 0.7553 -0.5970 1.7875
11 H 0.5463 -1.8685 0.5442
12 H 2.0389 0.7998 0.2944
13 H 2.5020 -0.7476 -0.4413
14 H 0.4709 1.1871 -1.7837

Atomic partial charges in e from the Mulliken method, atoms 1 to 4: C -1.1721; C 0.7109; C -0.6013; C -0.5608

***

Entry 4:
Molecular formula: C5H8O
Method: DFT, ωB97M-V/def2-TZVPD

Output
SMILES string: OC1=CC=CC1.[H][H]
Gap between HOMO and LUMO, eV: 8.82
HOMO energy, hartree: -0.293
Largest force on an atom, eV Å⁻¹: 0.339
Energy relative to the best compared isomer or geometry (same formula, charge and spin), kcal per mole: 45.3

Positions of all 14 atoms, in Å:
1 O 1.4817 -1.6813 0.7427
2 C 0.6952 -0.6018 0.5266
3 C -0.7793 -0.8128 0.3445
4 C -1.2893 0.5938 0.1857
5 C -0.2519 1.4461 0.2516
6 C 1.0005 0.7088 0.4604
7 H 2.3778 -1.3751 0.9352
8 H 0.0511 -0.2531 -2.5761
9 H -0.9775 -1.4305 -0.5417
10 H -1.2120 -1.3363 1.2058
11 H -0.4429 0.2166 -2.2751
12 H -2.3321 0.8455 0.0320
13 H -0.3083 2.5267 0.1632
14 H 1.9869 1.1533 0.5452

Atomic partial charges in e from the Mulliken method, atoms 1 to 4: O -0.5103; C 0.4613; C -0.4635; C -0.7817

***

Entry 5:
Molecular formula: C5H8O
Method: DFT, ωB97M-V/def2-TZVPD

Output
SMILES string: C=C(C=O)CC
Gap between HOMO and LUMO, eV: 10.15
HOMO energy, hartree: -0.344
Largest force on an atom, eV Å⁻¹: 5.286
Energy relative to the best compared isomer or geometry (same formula, charge and spin), kcal per mole: 48.3

Positions of all 14 atoms, in Å:
1 C 0.4020 -0.8409 0.1687
2 C 1.9426 -0.0615 0.0746
3 C -0.5703 0.1925 -0.0555
4 C -2.1183 -0.5691 0.0368
5 C -0.5965 1.4873 -0.3002
6 O -3.1261 0.0671 -0.1088
7 H -2.1604 -1.6663 0.2433
8 H 0.3292 -1.2746 1.1661
9 H 0.3877 -1.6050 -0.6086
10 H -1.5595 1.9665 -0.4144
11 H 0.2882 2.0959 -0.3846
12 H 2.6702 -0.8498 0.2461
13 H 2.0850 0.3643 -0.9141
14 H 2.0261 0.6936 0.8506

Atomic partial charges in e from the Mulliken method, atoms 1 to 4: C -0.3164; C -1.3213; C 0.3768; C -0.1282

***

Entry 6:
Molecular formula: C5H8O
Method: DFT, ωB97M-V/def2-TZVPD

Output
Gap between HOMO and LUMO, eV: 10.87
HOMO energy, hartree: -0.365
Largest force on an atom, eV Å⁻¹: 2.849
Energy relative to the best compared isomer or geometry (same formula, charge and spin), kcal per mole: 75.5

Positions of all 14 atoms, in Å:
1 O -1.8179 -0.9048 -0.4460
2 C -0.6143 -0.3029 -0.1718
3 C -0.2100 -0.1439 1.2501
4 C 0.9596 0.4762 0.3402
5 C 0.8344 -0.7670 -0.5504
6 C -0.1388 1.1583 -0.4854
7 H -1.9172 -0.9498 -1.3996
8 H 0.0587 -1.0441 1.8199
9 H -0.7597 0.5791 1.8684
10 H 1.5074 0.7232 1.2154
11 H 1.0841 -0.6740 -1.6182
12 H 1.2199 -1.6978 -0.1315
13 H -0.6482 1.9952 -0.0054
14 H 0.0549 1.3631 -1.5490

Atomic partial charges in e from the Mulliken method, atoms 1 to 4: O -0.5645; C 0.0358; C -0.4704; C -0.4876

***

Entry 7:
Molecular formula: C5H8O
Method: DFT, ωB97M-V/def2-TZVPD

Output
SMILES string: C1=CCOCC1
Gap between HOMO and LUMO, eV: 10.57
HOMO energy, hartree: -0.347
Largest force on an atom, eV Å⁻¹: 0.581
Energy relative to the best compared isomer or geometry (same formula, charge and spin), kcal per mole: 27.8

Positions of all 14 atoms, in Å:
1 C -0.8390 -0.9272 -0.3377
2 C -1.3466 0.4028 0.2096
3 C -0.1210 1.2952 0.2722
4 C 1.1120 0.8022 0.1265
5 C 1.3624 -0.6892 0.0750
6 O 0.2137 -1.3856 0.4873
7 H -1.5273 -1.7605 -0.4649
8 H -0.4314 -0.6932 -1.3329
9 H -2.0930 0.8421 -0.4676
10 H -1.8277 0.3080 1.1927
11 H -0.2679 2.3666 0.3970
12 H 1.9749 1.4619 0.0695
13 H 2.1955 -0.9846 0.7195
14 H 1.5955 -1.0385 -0.9463

Atomic partial charges in e from the Mulliken method, atoms 1 to 4: C -0.5942; C -0.4767; C -0.3381; C -0.2809

***

Entry 8:
Molecular formula: C5H8O
Method: DFT, ωB97M-V/def2-TZVPD

Output
Gap between HOMO and LUMO, eV: 9.17
HOMO energy, hartree: -0.310
Largest force on an atom, eV Å⁻¹: 1.078
Energy relative to the best compared isomer or geometry (same formula, charge and spin), kcal per mole: 107.9

Positions of all 14 atoms, in Å:
1 O -2.0596 -1.2742 0.4609
2 C -0.5462 0.7735 0.0682
3 C -0.7162 -1.6312 0.2741
4 C 0.2134 -0.3938 0.4188
5 C 0.9726 0.5006 -0.7289
6 C 0.4055 1.8266 -0.0031
7 H -2.1520 -0.4434 -0.0616
8 H -0.4964 -2.3291 1.0826
9 H -0.5171 -2.1530 -0.6796
10 H 0.9687 -0.4388 1.2214
11 H 2.0511 0.5079 -0.5480
12 H 0.7483 0.3436 -1.7782
13 H 1.0425 2.0272 0.8602
14 H 0.0854 2.6842 -0.5868

Atomic partial charges in e from the Mulliken method, atoms 1 to 4: O -0.4843; C -0.7339; C -0.5010; C 0.2841

***

Entry 9:
Molecular formula: C5H8O
Method: DFT, ωB97M-V/def2-TZVPD

Output
SMILES string: C[C@@H]1C=CCO1
Gap between HOMO and LUMO, eV: 9.65
HOMO energy, hartree: -0.315
Largest force on an atom, eV Å⁻¹: 2.510
Energy relative to the best compared isomer or geometry (same formula, charge and spin), kcal per mole: 65.3

Positions of all 14 atoms, in Å:
1 C 1.9518 -0.4704 0.2730
2 C 0.5050 0.2913 -0.6089
3 O -0.4933 -0.4881 -1.2608
4 C -1.6885 -0.5471 -0.4635
5 C -1.5252 0.5851 0.5080
6 C -0.3308 1.1542 0.3040
7 H 2.6804 -1.0422 -0.3591
8 H 2.6264 0.2407 0.8218
9 H 1.5353 -1.1573 0.9953
10 H 1.2996 0.5679 -1.2476
11 H -2.5906 -0.4365 -1.0958
12 H -1.7696 -1.5317 0.0190
13 H -2.2450 0.8084 1.2955
14 H 0.0444 2.0257 0.8190

Atomic partial charges in e from the Mulliken method, atoms 1 to 4: C -1.0835; C -0.1059; O -0.3922; C -0.3633

***

Entry 10:
Molecular formula: C5H8O
Method: DFT, ωB97M-V/def2-TZVPD

Output
SMILES string: C/C=C/C=C/O
Gap between HOMO and LUMO, eV: 9.08
HOMO energy, hartree: -0.299
Largest force on an atom, eV Å⁻¹: 1.670
Energy relative to the best compared isomer or geometry (same formula, charge and spin), kcal per mole: 64.9

Positions of all 14 atoms, in Å:
1 C 1.7808 -1.5884 0.6177
2 C 0.6411 -0.7404 0.1220
3 C 0.0684 0.3095 0.7206
4 C -1.2298 0.9061 0.2589
5 C -1.2039 1.7307 -0.8143
6 O -1.9247 1.5234 -1.9618
7 H 1.3157 -2.5308 0.9388
8 H 2.5114 -1.8637 -0.1673
9 H 2.3604 -1.2005 1.4508
10 H 0.2576 -0.9444 -0.8741
11 H 0.4632 0.5635 1.6987
12 H -2.1296 0.5715 0.7811
13 H -0.5251 2.5661 -0.9950
14 H -2.3856 0.6974 -1.7760

Atomic partial charges in e from the Mulliken method, atoms 1 to 4: C -1.1280; C -0.0236; C -0.2584; C -0.7312

***

Entry 11:
Molecular formula: C5H8O
Method: DFT, ωB97M-V/def2-TZVPD

Output
SMILES string: CC1=CCOC1
Gap between HOMO and LUMO, eV: 9.96
HOMO energy, hartree: -0.329
Largest force on an atom, eV Å⁻¹: 3.087
Energy relative to the best compared isomer or geometry (same formula, charge and spin), kcal per mole: 45.4

Positions of all 14 atoms, in Å:
1 C 0.4860 2.1550 -0.3132
2 C 0.0953 0.7311 -0.1644
3 C -1.1387 0.1668 -0.1542
4 C -1.0794 -1.3222 0.1282
5 C 1.1099 -0.3185 0.3014
6 H -0.3953 2.8701 -0.0951
7 H 0.8978 2.4370 -1.4333
8 H 1.3977 2.3282 0.4453
9 H -2.0680 0.6318 -0.3911
10 H -1.5019 -1.9788 -0.5955
11 H -1.5234 -1.5540 1.1003
12 H 2.0363 -0.4872 -0.2207
13 H 1.3460 0.0282 1.4184
14 O 0.3715 -1.5935 0.1231

Atomic partial charges in e from the Mulliken method, atoms 1 to 4: C -0.9717; C 0.6166; C -0.5001; C -0.4499

***

Entry 12:
Molecular formula: C5H8O
Method: DFT, ωB97M-V/def2-TZVPD

Output
SMILES string: CC(=O)C1CC1
Gap between HOMO and LUMO, eV: 10.73
HOMO energy, hartree: -0.355
Largest force on an atom, eV Å⁻¹: 0.355
Energy relative to the best compared isomer or geometry (same formula, charge and spin), kcal per mole: 21.3

Positions of all 14 atoms, in Å:
1 C 0.3531 -1.5965 -1.3301
2 C 0.7723 -0.4435 -0.4434
3 O 1.8866 -0.4059 0.0360
4 C -0.2481 0.6091 -0.1364
5 C -0.9387 0.5022 1.2068
6 C 0.0784 1.5727 0.9606
7 H -0.7330 -1.7121 -1.3674
8 H 0.7287 -1.4347 -2.3461
9 H 0.8190 -2.5124 -0.9568
10 H -0.8545 0.9240 -0.9846
11 H -0.6759 -0.3358 1.8474
12 H -1.9854 0.7898 1.2397
13 H -0.2659 2.5975 0.8730
14 H 1.0632 1.4456 1.4013

Atomic partial charges in e from the Mulliken method, atoms 1 to 4: C -1.0935; C 0.5738; O -0.5571; C -0.1567

***

We obtain lowest unoccupied orbital energy values of 0.998, 0.779, 1.083, 0.859, 0.795, 0.932, 1.134, 0.732, 1.071, 0.940, 0.999, 1.072 eV for the records listed above, in that order.